The molecule C11H10N2, computed with ωB97M-V/def2-TZVPD.

Positions of all 23 atoms, in Å:
C: 2.970 -1.925 0.208
C: 2.327 -0.593 0.151
C: 2.949 0.637 0.096
C: 2.114 1.745 -0.242
C: 0.788 1.711 -0.199
C: 0.256 0.335 -0.148
C: -1.204 0.229 -0.021
C: -2.288 1.039 0.353
C: -3.647 0.736 0.315
C: -3.999 -0.522 -0.023
N: -3.041 -1.460 -0.295
C: -1.733 -1.091 -0.295
N: 0.932 -0.766 0.066
H: 4.113 -1.941 0.316
H: 2.538 -2.618 0.994
H: 2.898 -2.423 -0.841
H: 3.960 0.810 0.183
H: 2.425 2.735 -0.565
H: -0.044 2.349 -0.359
H: -2.060 2.077 0.417
H: -4.308 1.744 0.407
H: -4.944 -0.998 0.150
H: -1.002 -1.811 -0.668

Calculated values
Total energy: -534.598714 a.u.
Molar mass: 170.2 g mol⁻¹
ΔE to the lowest compared entry with this formula, charge and spin: 2.401 eV
Highest occupied orbital energy: -8.83 eV
Frontier orbital gap: 8.975 eV
SMILES string: Cc1cccc(-c2cccnc2)n1

Electronic structure analysis, Mulliken charges in units of e: number 1, C, carries -1.140; number 2, C, carries 0.556; number 3, C, carries -0.856; number 4, C, carries -0.305; number 5, C, carries -0.881; number 6, C, carries 0.848; number 7, C, carries 0.438; number 8, C, carries -0.093; number 9, C, carries -0.381; number 10, C, carries -0.338; number 11, N, carries -0.595; number 12, C, carries -0.261; number 13, N, carries -0.417; number 14, H, carries 0.335; number 15, H, carries 0.281; number 16, H, carries 0.247; number 17, H, carries 0.482; number 18, H, carries 0.375; number 19, H, carries 0.401; number 20, H, carries 0.249; number 21, H, carries 0.209; number 22, H, carries 0.394; number 23, H, carries 0.452